Record 1
Molecular formula: C5H12NO
Method: DFT, ωB97M-V/def2-TZVPD

Its total charge is -1. As for the LUMO energy: 4.02 eV. The calculation puts the strongest force on any atom at 0.0489 Eh/bohr. The energy comes out at -8915.0355 eV. The HOMO-LUMO gap comes out at 6.410 eV. The energy above the lowest of the compared OMol25 structures with the same formula, charge and spin comes out at 2.0282 eV.

Each line ends with the natural charge from an NBO analysis.
Positions of all 19 atoms, in Å:
C (-0.409, 1.207, 1.434)  -0.649
C (-0.194, 0.876, -0.077)  -0.048
C (1.227, 1.127, -0.484)  -0.025
O (2.125, 0.225, 0.050)  -0.963
N (-0.601, -0.565, -0.586)  -0.465
C (0.223, -1.812, -0.296)  -0.425
C (-2.022, -0.913, -0.257)  -0.436
H (-0.186, 0.215, 1.940)  0.210
H (-1.462, 1.400, 1.643)  0.174
H (0.254, 2.013, 1.807)  0.216
H (-0.870, 1.438, -0.666)  0.162
H (1.423, 2.219, -0.202)  0.075
H (1.116, 1.160, -1.665)  0.064
H (0.485, -1.764, 0.787)  0.189
H (-0.454, -2.667, -0.658)  0.153
H (1.096, -1.634, -0.895)  0.244
H (-2.163, -1.652, 0.562)  0.151
H (-2.440, -1.396, -1.140)  0.182
H (-2.539, -0.085, 0.261)  0.191

Record 2
Molecular formula: C5H12NO
Method: DFT, ωB97M-V/def2-TZVPD

Its total charge is -1. As for the LUMO energy: 4.32 eV. The calculation puts the strongest force on any atom at 0.0103 Eh/bohr. The energy comes out at -8916.2003 eV. The HOMO-LUMO gap comes out at 7.195 eV. The energy above the lowest of the compared OMol25 structures with the same formula, charge and spin comes out at 0.8634 eV.

Each line ends with the natural charge from an NBO analysis.
Positions of all 19 atoms, in Å:
C (-2.079, -0.442, 1.159)  -0.625
C (-0.932, -0.344, 2.158)  -0.253
C (-0.114, 1.751, 1.594)  -0.091
N (-0.624, 1.052, 2.524)  -0.456
H (-2.370, -1.487, 1.048)  0.189
H (-2.936, 0.136, 1.511)  0.179
H (-1.750, -0.006, 0.223)  0.256
H (-0.054, -0.820, 1.718)  0.212
H (-1.200, -0.862, 3.089)  0.157
H (0.065, 1.381, 0.563)  0.259
H (0.144, 2.777, 1.875)  0.129
C (0.745, -0.191, -2.085)  -0.009
O (0.496, 0.245, -0.821)  -0.985
C (2.215, -0.599, -2.295)  -0.634
H (0.529, 0.589, -2.864)  0.072
H (0.117, -1.078, -2.363)  0.074
H (2.405, -0.965, -3.318)  0.159
H (2.472, -1.391, -1.582)  0.184
H (2.871, 0.254, -2.135)  0.182

Record 3
Molecular formula: C5H12NO
Method: DFT, ωB97M-V/def2-TZVPD

Its total charge is -2. The spin multiplicity is 2. As for the LUMO energy (spin up / spin down): 7.18 / 7.12 eV. The calculation puts the strongest force on any atom at 0.0473 Eh/bohr. The energy comes out at -8911.9917 eV. The HOMO-LUMO gap (spin up / spin down) comes out at 3.145 / 6.704 eV. The energy above the lowest of the compared OMol25 structures with the same formula, charge and spin comes out at 0.6655 eV.

Each line ends with the Löwdin spin population.
Positions of all 19 atoms, in Å:
C (-0.809, -0.549, -2.059)  0.002
O (-0.392, -0.185, -3.270)  0.001
C (0.505, -0.795, -1.068)  0.004
C (0.397, -1.017, 0.456)  0.065
C (-0.560, -0.046, 1.188)  0.117
C (0.058, 1.322, 1.501)  0.129
N (0.814, 1.280, 2.774)  0.172
H (-1.286, 0.275, -1.444)  0.001
H (-1.408, -1.477, -2.119)  0.002
H (0.898, -1.714, -1.519)  0.002
H (1.100, 0.098, -1.278)  0.000
H (0.083, -2.039, 0.716)  0.025
H (1.354, -0.870, 0.968)  0.032
H (-0.975, -0.538, 2.076)  0.084
H (-1.474, 0.105, 0.595)  0.010
H (0.676, 1.630, 0.655)  0.010
H (-0.671, 2.133, 1.576)  0.046
H (1.497, 0.530, 2.794)  0.115
H (0.178, 1.183, 3.566)  0.183

Record 4
Molecular formula: C5H12NO
Method: DFT, ωB97M-V/def2-TZVPD

Its total charge is 0. The spin multiplicity is 2. As for the LUMO energy (spin up / spin down): 0.92 / -1.61 eV. The calculation puts the strongest force on any atom at 0.1130 Eh/bohr. The energy comes out at -8912.1053 eV. The HOMO-LUMO gap (spin up / spin down) comes out at 10.320 / 7.873 eV. The energy above the lowest of the compared OMol25 structures with the same formula, charge and spin comes out at 3.0817 eV.

Each line ends with the Löwdin spin population.
Positions of all 19 atoms, in Å:
C (-0.622, -2.604, 0.711)  0.107
O (0.178, -3.575, 0.634)  0.662
C (0.039, -1.195, 0.023)  0.163
C (-1.132, -0.182, -0.099)  0.017
C (-0.705, 1.239, -0.632)  0.013
C (1.734, 1.974, -0.293)  0.001
N (0.292, 2.168, -0.030)  0.000
H (-1.621, -2.719, 0.226)  0.006
H (-0.904, -2.224, 1.658)  0.023
H (0.615, -1.453, -0.799)  0.002
H (0.799, -0.843, 0.745)  0.001
H (-1.969, -0.564, -0.660)  0.000
H (-1.509, -0.077, 0.859)  0.000
H (-1.579, 1.871, -0.549)  0.002
H (-0.207, 0.839, -1.552)  0.000
H (2.316, 1.509, 0.386)  0.000
H (2.086, 2.868, -0.705)  0.000
H (2.052, 1.168, -0.964)  0.000
H (0.135, 1.799, 1.041)  0.000

Record 5
Molecular formula: C5H12NO
Method: DFT, ωB97M-V/def2-TZVPD

Its total charge is 0. The spin multiplicity is 2. As for the LUMO energy (spin up / spin down): -0.10 / -0.17 eV. The calculation puts the strongest force on any atom at 0.0365 Eh/bohr. The energy comes out at -8911.8113 eV. The HOMO-LUMO gap (spin up / spin down) comes out at 2.197 / 7.227 eV. The energy above the lowest of the compared OMol25 structures with the same formula, charge and spin comes out at 3.3758 eV.

Each line ends with the Löwdin spin population.
Positions of all 19 atoms, in Å:
C (-1.052, -0.103, 1.132)  0.050
O (-2.282, -0.617, 0.577)  0.031
C (0.046, -0.517, 0.185)  0.048
C (0.281, 0.320, -1.109)  0.064
C (1.502, 1.143, -0.916)  0.258
C (1.434, 2.297, -0.162)  0.254
N (-0.208, -1.961, -0.148)  0.021
H (-0.901, -0.607, 2.096)  0.037
H (-1.042, 0.973, 1.210)  0.021
H (-3.010, -0.373, 1.156)  0.002
H (0.976, -0.474, 0.751)  0.034
H (0.429, -0.359, -1.961)  0.009
H (-0.652, 0.875, -1.271)  0.014
H (2.433, 0.707, -1.247)  0.017
H (0.575, 2.847, 0.119)  0.042
H (2.351, 2.718, 0.250)  0.035
H (-0.320, -2.512, 0.702)  0.038
H (0.540, -2.327, -0.737)  0.019
H (-1.101, -2.029, -0.629)  0.005

Record 6
Molecular formula: C5H12NO
Method: DFT, ωB97M-V/def2-TZVPD

Its total charge is +1. As for the LUMO energy: -2.80 eV. The calculation puts the strongest force on any atom at 0.1042 Eh/bohr. The energy comes out at -8908.7482 eV. The HOMO-LUMO gap comes out at 12.531 eV. The energy above the lowest of the compared OMol25 structures with the same formula, charge and spin comes out at 1.8809 eV.

Each line ends with the natural charge from an NBO analysis.
Positions of all 19 atoms, in Å:
C (1.364, 0.274, 0.932)  -0.396
N (0.409, -0.163, -0.088)  -0.230
C (0.877, -0.845, -1.297)  -0.415
C (-0.350, 1.099, -0.492)  -0.240
C (-1.767, 0.818, 0.128)  -0.078
O (-1.856, -0.622, 0.248)  -0.478
C (-0.652, -1.092, 0.724)  0.120
H (1.603, -0.537, 1.420)  0.202
H (2.344, 0.680, 0.511)  0.247
H (0.813, 1.017, 1.638)  0.236
H (1.402, -1.777, -1.028)  0.235
H (-0.002, -1.101, -1.887)  0.245
H (1.604, -0.217, -1.810)  0.239
H (-0.349, 1.328, -1.511)  0.237
H (0.028, 1.973, -0.060)  0.231
H (-1.867, 1.317, 1.011)  0.190
H (-2.539, 1.094, -0.539)  0.229
H (-0.598, -2.117, 0.301)  0.220
H (-0.464, -1.129, 1.798)  0.207

Record 7
Molecular formula: C5H12NO
Method: DFT, ωB97M-V/def2-TZVPD

Its total charge is +1. As for the LUMO energy: -5.33 eV. The calculation puts the strongest force on any atom at 0.0563 Eh/bohr. The energy comes out at -8906.9303 eV. The HOMO-LUMO gap comes out at 7.884 eV. The energy above the lowest of the compared OMol25 structures with the same formula, charge and spin comes out at 3.6988 eV.

Each line ends with the natural charge from an NBO analysis.
Positions of all 19 atoms, in Å:
C (-2.000, -2.734, 0.923)  -0.605
C (-0.771, -1.919, 1.356)  -0.495
C (-1.090, -0.490, 1.169)  -0.002
C (-0.262, 0.495, 0.659)  -0.099
N (-0.643, 0.996, -0.599)  -0.404
C (0.135, 1.507, -1.472)  0.039
H (-1.788, -3.781, 0.713)  0.246
H (-2.661, -2.260, 0.200)  0.215
H (-2.702, -2.843, 1.764)  0.224
H (0.030, -2.211, 0.673)  0.236
H (-0.457, -2.292, 2.333)  0.268
H (-2.087, -0.081, 1.370)  0.210
H (0.745, 0.532, 1.063)  0.238
H (-1.651, 1.066, -0.581)  0.452
H (1.065, 2.021, -1.248)  0.249
H (-0.196, 1.802, -2.462)  0.225
H (3.737, 2.761, -1.189)  0.476
H (4.180, 1.849, -2.340)  0.487
O (3.624, 1.877, -1.552)  -0.960

Record 8
Molecular formula: C5H12NO
Method: DFT, ωB97M-V/def2-TZVPD

Its total charge is +1. As for the LUMO energy: -3.73 eV. The calculation puts the strongest force on any atom at 0.0696 Eh/bohr. The energy comes out at -8909.8747 eV. The HOMO-LUMO gap comes out at 11.350 eV. The energy above the lowest of the compared OMol25 structures with the same formula, charge and spin comes out at 0.7545 eV.

Each line ends with the natural charge from an NBO analysis.
Positions of all 19 atoms, in Å:
C (0.499, 1.631, 0.793)  -0.621
C (-0.490, 0.482, 0.584)  -0.223
C (-0.087, -0.684, 1.591)  -0.611
C (-0.439, 0.014, -0.876)  -0.152
N (0.948, -0.192, -1.451)  -0.695
C (-1.203, -1.293, -1.160)  0.427
O (-0.561, -2.303, -1.272)  -0.489
H (0.364, 2.109, 1.758)  0.261
H (1.531, 1.320, 0.697)  0.195
H (0.199, 2.363, 0.039)  0.221
H (-1.534, 0.604, 0.856)  0.253
H (-0.857, -1.447, 1.617)  0.227
H (0.893, -1.098, 1.326)  0.195
H (0.045, -0.140, 2.518)  0.237
H (-0.832, 0.857, -1.449)  0.237
H (1.083, -1.217, -1.530)  0.462
H (1.608, 0.109, -0.729)  0.448
H (1.118, 0.190, -2.378)  0.454
H (-2.283, -1.305, -0.935)  0.175

Record 9
Molecular formula: C5H12NO
Method: DFT, ωB97M-V/def2-TZVPD

Its total charge is +1. As for the LUMO energy: -3.67 eV. The calculation puts the strongest force on any atom at 0.0221 Eh/bohr. The energy comes out at -8910.2880 eV. The HOMO-LUMO gap comes out at 11.125 eV. The energy above the lowest of the compared OMol25 structures with the same formula, charge and spin comes out at 0.3411 eV.

Each line ends with the natural charge from an NBO analysis.
Positions of all 19 atoms, in Å:
C (1.550, -0.596, -0.918)  -0.638
C (0.043, -0.495, -0.670)  -0.214
C (-0.456, -1.583, 0.259)  -0.636
C (-0.336, 0.939, -0.178)  -0.161
N (0.418, 1.260, 1.081)  -0.678
C (-1.815, 1.035, 0.066)  0.420
O (-2.363, 0.932, 1.128)  -0.475
H (1.728, -1.464, -1.550)  0.263
H (2.077, -0.826, 0.015)  0.204
H (1.962, 0.278, -1.417)  0.224
H (-0.503, -0.567, -1.616)  0.239
H (-1.526, -1.652, 0.358)  0.240
H (-0.034, -1.499, 1.269)  0.198
H (-0.112, -2.556, -0.054)  0.250
H (-0.049, 1.615, -0.977)  0.247
H (0.513, 2.272, 1.173)  0.450
H (-0.067, 0.894, 1.904)  0.464
H (1.358, 0.868, 1.009)  0.450
H (-2.388, 1.146, -0.882)  0.153

Record 10
Molecular formula: C5H12NO2
Method: DFT, ωB97M-V/def2-TZVPD

Its total charge is -1. As for the LUMO energy: 3.89 eV. The calculation puts the strongest force on any atom at 0.0775 Eh/bohr. The energy comes out at -10963.8686 eV. The HOMO-LUMO gap comes out at 7.178 eV. The energy above the lowest of the compared OMol25 structures with the same formula, charge and spin comes out at 3.1216 eV.

Each line ends with the natural charge from an NBO analysis.
Positions of all 20 atoms, in Å:
C (-2.407, 1.252, -0.683)  -0.438
N (-2.074, 0.024, 0.036)  -0.641
C (-0.606, -0.254, 0.145)  -0.085
C (0.168, -0.629, -1.069)  -0.466
C (1.415, -1.490, -0.671)  -0.017
O (2.383, -0.784, 0.012)  -0.829
C (0.124, 1.048, 0.881)  -0.029
O (1.249, 0.621, 1.500)  -0.869
H (-1.658, 2.039, -0.593)  0.187
H (-2.486, 1.013, -1.754)  0.173
H (-3.473, 1.520, -0.615)  0.187
H (-2.391, 0.164, 0.991)  0.339
H (-0.547, -0.954, 0.994)  0.192
H (-0.436, -1.322, -1.648)  0.190
H (0.498, 0.265, -1.606)  0.197
H (1.100, -2.352, -0.064)  0.116
H (1.831, -1.941, -1.590)  0.123
H (0.294, 1.859, 0.122)  0.098
H (-0.655, 1.365, 1.633)  0.098
H (1.895, -0.060, 0.685)  0.473

Record 11
Molecular formula: C5H12NO2
Method: DFT, ωB97M-V/def2-TZVPD

Its total charge is -1. As for the LUMO energy: 4.19 eV. The calculation puts the strongest force on any atom at 0.0908 Eh/bohr. The energy comes out at -10960.4976 eV. The HOMO-LUMO gap comes out at 6.406 eV. The energy above the lowest of the compared OMol25 structures with the same formula, charge and spin comes out at 6.4926 eV.

Each line ends with the natural charge from an NBO analysis.
Positions of all 20 atoms, in Å:
C (-2.119, 0.215, 0.333)  -0.644
C (-1.472, -1.406, -1.265)  -0.541
C (1.734, 1.820, 0.427)  -0.633
C (-1.150, -0.235, -0.772)  -0.075
C (1.697, 0.269, 0.497)  0.173
N (0.541, -0.185, 1.044)  -0.487
O (0.642, -1.646, 1.407)  -0.691
O (1.978, -0.201, -0.945)  -0.831
H (-1.733, 1.154, 0.751)  0.217
H (-2.974, 0.346, -0.210)  0.184
H (-2.088, -0.552, 1.115)  0.228
H (-2.178, -2.016, -0.878)  0.163
H (-0.032, -2.113, 0.900)  0.437
H (-0.931, -1.955, -2.088)  0.173
H (1.876, 2.113, -0.548)  0.201
H (0.619, 2.103, 0.652)  0.198
H (2.360, 2.268, 1.169)  0.198
H (-0.397, 0.342, -1.253)  0.168
H (2.521, -0.319, 1.046)  0.131
H (1.106, -0.003, -1.382)  0.429

Record 12
Molecular formula: C5H12NO2
Method: DFT, ωB97M-V/def2-TZVPD

Its total charge is -1. As for the LUMO energy: 3.31 eV. The calculation puts the strongest force on any atom at 0.0269 Eh/bohr. The energy comes out at -10963.7342 eV. The HOMO-LUMO gap comes out at 5.446 eV. The energy above the lowest of the compared OMol25 structures with the same formula, charge and spin comes out at 3.2559 eV.

Each line ends with the natural charge from an NBO analysis.
Positions of all 20 atoms, in Å:
N (-0.904, -1.731, -0.740)  -0.825
C (-0.115, -0.509, -0.807)  -0.098
C (0.664, -0.349, -2.119)  -0.070
O (0.020, 0.488, -3.079)  -0.736
C (0.848, -0.456, 0.410)  -0.387
C (0.128, -0.230, 1.724)  -0.444
C (-0.407, 1.210, 1.934)  0.003
O (-0.240, 1.694, 3.169)  -0.944
H (-0.293, -2.541, -0.753)  0.337
H (-1.515, -1.803, -1.548)  0.346
H (-0.803, 0.334, -0.692)  0.202
H (1.681, -0.007, -1.905)  0.155
H (0.768, -1.313, -2.623)  0.159
H (0.064, 1.397, -2.782)  0.465
H (1.470, -1.355, 0.391)  0.169
H (1.529, 0.372, 0.234)  0.190
H (0.819, -0.499, 2.538)  0.197
H (-0.621, -1.019, 1.834)  0.186
H (0.088, 1.829, 1.122)  0.037
H (-1.487, 1.167, 1.591)  0.057